1.
Below is a 2-piece molecular cluster, C5H13NP overall, with properties calculated with ωB97M-V with the def2-TZVPD basis set.

Computed properties:
Multiplicity = 1
Net charge = +1
Electronic energy = -16164.429 eV

Structure (XYZ):
```
20
Properties=species:S:1:pos:R:3:nbo_charge:R:1
C -4.085 -1.022 0.438 0.07
C -1.745 1.485 0.122 -0.68
C 3.441 -0.863 0.371 -0.61
C -2.309 0.320 -0.495 0.28
C 2.678 0.402 0.180 -0.65
N -3.045 -0.538 -0.012 -0.26
P 1.401 0.318 -1.146 0.24
H -3.751 -1.923 1.097 0.25
H -5.104 -0.797 0.202 0.25
H -2.198 1.653 1.077 0.24
H -0.557 1.404 0.284 0.31
H -1.837 2.220 -0.565 0.27
H 2.732 -1.387 1.063 0.20
H 3.471 -1.460 -0.469 0.21
H 4.350 -0.744 0.949 0.23
H 0.643 -0.808 -0.456 -0.06
H -1.762 0.084 -1.463 0.26
H 3.215 1.205 -0.234 0.22
H 2.194 0.802 1.079 0.22
H 2.267 -0.351 -2.021 0.00
```

***

2.
Below is one molecule with the formula C5H13NS, with properties calculated with ωB97M-V with the def2-TZVPD basis set.

Computed properties:
Multiplicity = 1
Net charge = 0
Structure (SMILES) = CN(C)CCCS
Electronic energy = -17720.376 eV

Structure (XYZ):
```
20
Properties=species:S:1:pos:R:3:nbo_charge:R:1
C 0.790 0.111 -1.033 -0.42
C 2.336 -0.076 -1.033 -0.51
S 2.675 -1.856 -0.921 -0.03
C 0.236 0.026 0.349 -0.23
N -1.259 -0.207 0.315 -0.42
C -1.702 -0.425 1.689 -0.41
C -1.980 0.846 -0.361 -0.43
H 0.523 1.095 -1.441 0.21
H 0.418 -0.626 -1.750 0.22
H 2.779 0.433 -0.181 0.21
H 2.717 0.431 -1.923 0.21
H 3.567 -1.676 0.021 0.12
H 0.572 -0.863 0.873 0.21
H 0.365 0.939 0.930 0.17
H -1.089 -1.228 2.096 0.20
H -2.751 -0.723 1.685 0.20
H -1.577 0.471 2.324 0.16
H -1.846 0.707 -1.433 0.20
H -1.745 1.904 -0.118 0.16
H -3.029 0.716 -0.086 0.20
```

***

3.
Below is one molecule with the formula C5H13NS, with properties calculated with ωB97M-V with the def2-TZVPD basis set.

Computed properties:
Multiplicity = 1
Net charge = 0
Structure (SMILES) = CN[C@@H](C)CCS
Electronic energy = -17720.702 eV

Structure (XYZ):
```
20
Properties=species:S:1:pos:R:3:nbo_charge:R:1
C -2.216 0.658 0.901 -0.41
N -1.119 0.620 -0.035 -0.63
C -0.163 -0.503 0.230 -0.05
C 1.227 -0.201 -0.326 -0.41
C 1.834 1.104 0.167 -0.54
S 3.320 1.647 -0.634 -0.02
C -0.688 -1.794 -0.450 -0.63
H -1.848 0.720 1.924 0.19
H -2.822 1.538 0.698 0.20
H -2.855 -0.239 0.862 0.16
H -1.401 0.440 -0.981 0.35
H -0.036 -0.506 1.313 0.19
H 1.838 -1.045 0.022 0.21
H 1.302 -0.261 -1.413 0.20
H 1.082 1.896 0.101 0.23
H 2.033 1.071 1.242 0.22
H 2.995 1.174 -1.830 0.11
H -1.508 -2.262 0.096 0.21
H -1.083 -1.515 -1.421 0.20
H 0.108 -2.540 -0.463 0.21
```

***

4.
Below is a 2-piece molecular cluster, C5H13NS overall, with properties calculated with ωB97M-V with the def2-TZVPD basis set.

Computed properties:
Multiplicity = 1
Net charge = 0
Electronic energy = -17713.812 eV

Structure (XYZ):
```
20
Properties=species:S:1:pos:R:3:nbo_charge:R:1
C 3.028 -1.101 -0.223 -0.83
C -1.593 1.392 0.146 -0.60
C -2.186 -1.039 -0.298 -0.60
C 0.264 -0.313 -0.663 -0.55
C -0.980 -0.127 0.198 -0.22
N 2.656 1.398 0.151 -1.09
S 1.921 0.062 0.217 1.38
H 4.044 -0.937 0.049 0.25
H 2.429 -1.977 -0.223 0.21
H -2.583 1.242 0.342 0.20
H -1.461 1.806 -0.929 0.20
H -1.050 1.962 0.974 0.22
H -3.072 -0.848 0.213 0.21
H -2.184 -0.986 -1.348 0.20
H -1.781 -1.959 -0.047 0.20
H 0.108 0.516 -1.410 0.25
H 0.343 -1.246 -1.048 0.22
H -0.801 -0.232 1.276 0.24
H 2.099 2.178 0.530 0.37
H 0.797 0.210 2.091 -0.26
```

***

Which value of net charge does entry 1 give?
+1